# C2H4NO3P

A cluster of 2 separate species, C2H4NO3P in total at a distorted geometry (ωB97M-V/def2-TZVPD, the OMol25 dataset).

```
11
Properties=species:S:1:pos:R:3
H 0.9443 -3.4290 -0.6534
H 1.2733 0.6751 -0.6062
N -0.5275 1.1453 0.5463
P -1.4205 -0.1559 -0.4532
C 0.5045 0.9776 1.5221
O 0.8347 -2.7843 -1.4625
H 0.5917 -0.0635 1.7775
H 1.3166 2.4043 0.1355
O -2.0829 0.6157 -1.5814
O -2.3573 -0.7709 0.5634
C 0.9232 1.3856 0.2119
```

## Properties
- energy relative to the best compared isomer or geometry (same formula, charge and spin) (eV) = 4.979
- total charge = -2
- lowest unoccupied orbital energy (alpha / beta) (hartree) = 0.24543 / 0.25125

Results of the Mulliken charge analysis, in e, for atoms 1 through 5: 0.127 0.225 -0.224 0.574 -0.193